# C17H29N2O2S

A 2-piece molecular cluster, C17H29N2O2S overall in a non-equilibrium geometry (ωB97M-V with the def2-TZVPD basis set, OMol25).

Geometry (Å):
C 2.1335 -3.1828 2.2519
C 0.7143 -3.4757 1.8337
C -0.2608 -2.1744 1.5550
C 0.2395 -1.1554 0.3294
N -0.5863 0.0834 0.0285
C -0.0678 0.9997 -1.0638
C 0.5538 2.4212 -0.5447
C 1.2704 2.3908 0.9243
C 2.9043 2.6101 0.8941
C 3.7122 1.2275 1.3623
O 4.1471 0.4866 0.1524
C 4.7623 -0.8134 0.5231
C 6.0096 -1.0418 -0.5521
C -1.8602 0.5006 0.7361
C -2.4386 -0.4588 1.9717
C -1.6377 -1.8440 2.4416
S -2.1995 -2.9670 3.8386
H 2.4038 -2.2607 2.9495
H 3.0557 -3.8535 1.9064
H 0.3954 -4.6007 1.7733
H 1.2198 -1.3988 -0.2814
H -1.0190 1.2761 -1.7305
H 0.6452 0.3976 -1.8066
H -0.3311 3.2026 -0.4978
H 1.3171 2.8131 -1.3710
H 1.0718 1.4357 1.5684
H 0.8209 3.3037 1.5445
H 3.1456 3.4253 1.7267
H 3.2668 3.0113 -0.1515
H 4.6215 1.4796 2.0902
H 3.0171 0.4850 1.9641
H 5.1363 -0.8393 1.6515
H 3.9971 -1.6940 0.3399
H 5.4941 -1.3871 -1.5653
H 6.7488 -1.8495 -0.1395
H 6.6185 -0.0292 -0.7140
H -2.3720 1.4961 0.3941
H -3.4247 -0.1062 2.5413
H -1.7287 -2.4879 5.0920
C -4.9658 1.5143 -1.8274
O -4.0699 1.5920 -0.9959
N -5.1218 0.4944 -2.7415
C -6.2116 0.4763 -3.6947
C -4.1667 -0.5942 -2.7505
H -5.7452 2.2892 -1.9069
H -6.8066 -0.4274 -3.5343
H -5.7962 0.4687 -4.7065
H -6.8530 1.3539 -3.5767
H -4.1727 -1.0807 -1.7705
H -3.1675 -0.1892 -2.9367
H -4.4193 -1.3229 -3.5253

Forces on the atoms, in the same order (eV/Å):
C -2.9988 -0.4330 -1.0069
C 3.6777 2.0678 1.2220
C -0.8967 1.7043 -0.2187
C -3.6595 -0.2320 3.2705
N -0.7439 -1.9835 2.2987
C -0.6393 0.7965 -2.0753
C -0.0644 0.2508 0.1334
C 0.3999 1.0145 0.4722
C 0.0518 -0.3364 1.1224
C -0.2775 0.1048 -0.0522
O 0.2006 -0.5883 2.4114
C 1.0343 -0.3170 -0.8609
C -0.6036 0.2953 0.3305
C 1.7577 -4.0544 2.0512
C 2.9832 -0.6956 -1.5735
C 1.9148 3.7944 -3.4894
S 0.4852 0.9393 -0.6912
H -0.6947 -1.6157 -2.2993
H -2.4752 0.9706 1.4200
H 0.3818 2.5617 -0.6587
H -2.3287 0.8270 1.3175
H 2.0199 -0.7082 1.4792
H -1.3997 1.2132 2.0842
H 1.7806 -1.6789 -0.1735
H -1.7018 -0.9634 1.8107
H 0.0977 1.6602 -1.4254
H 0.8976 -2.0489 -1.3716
H -0.3917 -1.7177 -1.9306
H -0.5707 -0.9897 2.1638
H -1.7125 -0.4587 -1.7891
H 1.0313 1.6746 -0.9821
H -0.8033 0.2294 -2.3959
H 1.3019 1.7576 0.5793
H 1.4456 0.7546 2.1062
H -1.5050 1.4030 -0.9364
H -1.5217 -2.2602 0.3852
H 1.0331 -2.2404 0.5559
H 2.4622 -0.8886 -1.4622
H -0.1135 0.1878 -1.8706
C -0.2293 -0.9002 -0.8882
O 0.0150 -0.2890 -0.2966
N 0.1587 1.4132 1.2060
C 0.0264 -0.1112 -0.0607
C 0.1515 0.0936 0.2521
H 0.0335 -0.1179 -0.0526
H -0.0691 0.1346 -0.1649
H -0.2236 -0.0021 0.0126
H 0.1667 -0.1374 0.0388
H 0.1273 -0.0915 -0.1435
H -0.0015 -0.2093 -0.0029
H -0.0106 0.2202 0.1490

For the total energy, the calculation gives -1322.61327 Eh. The charge is +1. Its spin multiplicity is 1. For the HOMO energy, the calculation gives -11.94 eV. The value obtained for the HOMO-LUMO gap is 7.286 eV.

# C17H29N2O3PPt

C17H29N2O3PPt as an isolated structure in a non-equilibrium geometry (ωB97M-V with the def2-TZVPD basis set, OMol25).

Geometry (Å):
Pt -0.3228 -0.3401 -0.1211
C -2.2594 -0.5148 -0.2415
O -3.3922 -0.6610 -0.3366
C -0.3470 1.5420 0.4665
O -0.3938 2.6183 0.8670
C 1.6466 -0.4815 0.1294
O 2.7565 -0.3808 0.4098
C -1.4934 0.8245 -3.2353
P -0.0662 -0.0218 -2.4129
H 0.3347 -1.3989 -4.2510
H -2.3457 0.1835 -2.9630
C 1.3904 0.8878 -3.1681
H 1.0920 1.0737 -4.2152
C -1.3778 0.8457 -4.7655
H -1.1388 -0.1228 -5.2197
H -0.6229 1.5685 -5.1023
H -2.3404 1.1693 -5.1883
C -1.7637 2.2464 -2.7282
H -1.0796 2.9722 -3.1972
C 0.9729 -2.6624 -2.6454
H -1.6890 2.3330 -1.6360
H -2.7914 2.5198 -3.0236
C -1.3992 -2.3132 -3.3665
H 0.6338 -3.0551 -1.6765
H 1.0230 -3.5237 -3.3334
H 1.9854 -2.2537 -2.5105
C -0.0255 -1.6640 -3.2473
H -1.2566 -3.3102 -3.8092
H -2.0783 -1.7499 -4.0200
H -1.8823 -2.4580 -2.3884
C 2.7034 0.1055 -3.1798
H 3.0521 -0.1524 -2.1676
H 3.4827 0.7296 -3.6461
H 2.6353 -0.8116 -3.7712
C 1.6524 2.2443 -2.4990
H 1.9352 2.1490 -1.4367
H 0.8042 2.9340 -2.5529
H 2.4914 2.7439 -3.0140
H -0.4186 -1.9902 -0.6410
H -0.0717 -2.0333 0.1594
N -0.8484 -2.6121 5.8157
C -0.6443 -2.0303 4.6091
C 0.2761 -2.5594 3.6917
C 0.3530 -2.0168 2.4283
N -0.3899 -0.9587 2.0460
C -1.2434 -0.3867 2.9189
C -1.3812 -0.8930 4.2059
H -0.3125 -3.4219 6.0996
H -1.5075 -2.2180 6.4671
H 0.8770 -3.4302 3.9237
H 1.0003 -2.4691 1.6666
H -1.8492 0.4503 2.5804
H -2.1019 -0.4533 4.8871

Forces on the atoms, in the same order (eV/Å):
Pt 0.3637 0.3373 -0.6835
C -5.0040 -0.1646 -1.0676
O 3.7843 0.4957 0.4839
C -0.1442 6.1929 2.7492
O 0.1819 -3.7484 -1.7819
C 5.0147 1.2851 0.7090
O -3.9077 -0.5864 -1.0324
C -0.6721 0.1029 0.7143
P 0.4014 0.6086 -4.9017
H -0.0032 0.1345 0.1419
H 0.0205 0.1269 -0.0737
C 1.0116 0.5145 1.0822
H -0.3313 -0.3427 0.4718
C 0.3270 -0.1606 -0.4672
H -0.1156 0.2039 0.1092
H -0.2908 -0.1237 0.0947
H 0.2125 -0.0780 0.2479
C -0.2231 0.1638 -0.2057
H -0.3684 -0.2785 0.2809
C 0.2651 -0.0288 -0.1243
H -0.1007 0.1438 -0.1188
H 0.4370 0.0000 0.1973
C -0.1775 -0.0554 -0.3439
H 0.0099 -0.1991 -0.2462
H 0.1474 0.2655 0.3989
H -0.3478 -0.2576 -0.0926
C 0.1541 -0.4881 0.5281
H -0.2006 0.2598 0.1588
H 0.1244 -0.2577 0.2673
H -0.0144 -0.0710 -0.0788
C 0.1206 -0.3787 -0.1879
H 0.0017 0.1273 -0.3166
H -0.2849 -0.1797 0.2034
H 0.1276 0.1823 0.0645
C -0.1819 0.5145 0.0592
H 0.0909 -0.0676 -0.2472
H 0.2007 -0.1530 0.0221
H -0.3015 -0.2438 0.2657
H 0.4585 -1.1651 0.5395
H -0.4953 -1.9093 -0.6261
N 0.4727 1.1003 -1.9671
C 0.4537 -1.5076 1.1686
C -0.2114 -2.5011 4.7056
C 0.8134 1.6337 -4.7476
N -1.5675 0.9649 2.3636
C 1.5290 -0.0599 -3.9172
C -1.4511 -0.1794 3.6721
H 0.1682 -0.4331 0.2691
H -0.4485 0.1202 0.6035
H 0.0004 -0.0566 0.1307
H -0.1580 0.1148 0.5018
H 0.0515 -0.0671 0.0476
H 0.0572 0.1491 -0.0246

For the total energy, the calculation gives -1459.12381 Eh. The charge is +4. Its spin multiplicity is 5. For the HOMO energy (alpha / beta), the calculation gives -19.81 / -22.25 eV. The expectation value of S² is 6.04. The value obtained for the HOMO-LUMO gap (alpha / beta) is 4.601 / 4.523 eV. Its energy above the lowest of the compared OMol25 structures with the same formula, charge and spin is 2.159 eV.

# C17H29N2O4PPtS3

C17H29N2O4PPtS3 as an isolated structure (ωB97M-V with the def2-TZVPD basis set, OMol25).

Geometry (Å):
Pt 0.8034 0.4197 0.0540
C 1.5489 3.5017 -0.1056
C 1.8016 2.8935 -1.4776
N 2.1679 1.4745 -1.4017
C 3.5697 1.1520 -1.1303
C 4.0209 1.4233 0.3042
S 2.9097 0.7224 1.5777
C 2.3786 2.1908 2.5095
C 0.9732 2.6699 2.1651
N 0.7070 2.6108 0.7178
H 2.4832 3.6689 0.4228
H 1.0731 4.4785 -0.2086
H 0.8954 2.9359 -2.0838
H 2.5706 3.4713 -1.9990
H 1.8344 1.0492 -2.2859
H 3.6964 0.0918 -1.3533
H 4.2304 1.7037 -1.8070
H 4.9975 0.9660 0.4548
H 4.1395 2.4861 0.5030
H 2.4149 1.9212 3.5638
H 3.1336 2.9620 2.3632
H 0.2296 2.0323 2.6436
H 0.8395 3.6883 2.5436
H -0.2761 2.8146 0.5729
C -4.4556 -2.1830 0.5675
C -3.0225 -2.4812 0.9155
O -2.6491 -1.6944 2.0964
P -1.4586 -0.6731 2.0120
S -1.7382 0.7378 0.6386
S 0.2753 -1.5277 1.5425
O -1.4560 -0.0236 3.4466
C -1.2779 -0.8652 4.6285
C -0.6553 -0.0196 5.7065
H -4.7537 -2.7931 -0.2864
H -4.5759 -1.1342 0.2953
H -5.1169 -2.4109 1.4026
H -2.3478 -2.2293 0.0959
H -2.8649 -3.5199 1.1948
H -0.6398 -1.7110 4.3658
H -2.2618 -1.2371 4.9068
H 0.3379 0.3174 5.4062
H -0.5534 -0.6056 6.6203
H -1.2758 0.8495 5.9237
O 0.6958 0.4657 -3.3830
C 0.0597 -0.4654 -2.8493
O -0.1512 -0.5688 -1.5490
C -0.4779 -1.5435 -3.6377
C -1.1431 -2.7093 -3.0180
C -1.7971 -3.5866 -3.7897
C -1.8271 -3.4383 -5.2294
C -1.0523 -2.3777 -5.8507
C -0.3871 -1.4860 -5.1090
H -1.0823 -2.8170 -1.9451
H -2.3004 -4.4365 -3.3464
H -2.3718 -4.1421 -5.8393
H -1.0179 -2.3288 -6.9313
H 0.1995 -0.6901 -5.5443

Forces on the atoms, in the same order (eV/Å):
Pt -0.0362 0.0504 -0.3565
C -0.0261 0.0044 0.0329
C -0.0096 -0.0041 0.0334
N 0.1165 0.1300 0.0415
C -0.0744 -0.0234 -0.0063
C 0.0251 0.0155 -0.0148
S 0.0194 -0.0625 -0.0599
C 0.0137 0.0373 0.0474
C -0.0362 -0.0008 -0.0805
N 0.0569 0.0000 0.1117
H 0.0175 0.0019 -0.0052
H -0.0041 0.0153 -0.0282
H -0.0227 0.0094 0.0172
H 0.0178 0.0158 0.0025
H -0.0048 -0.0878 -0.0270
H 0.0065 -0.0127 0.0028
H 0.0210 0.0299 0.0108
H -0.0052 -0.0240 0.0097
H -0.0156 -0.0032 0.0037
H -0.0042 -0.0236 -0.0013
H 0.0018 -0.0071 -0.0149
H -0.0108 -0.0043 0.0207
H 0.0083 0.0111 0.0123
H -0.0315 0.0098 -0.0304
C -0.0481 0.0055 -0.0405
C 0.0274 0.0426 0.0802
O 0.0273 -0.0573 -0.0732
P -0.1964 0.0930 0.1118
S -0.1037 0.1248 -0.0186
S 0.2271 -0.1806 0.1621
O 0.0233 -0.0382 0.0103
C -0.0275 0.0145 -0.0401
C 0.0179 0.0239 0.0395
H 0.0022 0.0035 0.0144
H 0.0039 -0.0109 0.0094
H 0.0140 0.0025 -0.0013
H 0.0125 0.0062 -0.0161
H -0.0111 -0.0306 0.0036
H 0.0128 -0.0037 -0.0033
H -0.0117 -0.0027 0.0131
H -0.0165 0.0013 0.0054
H -0.0052 0.0005 -0.0169
H 0.0062 -0.0116 -0.0084
O -0.0275 0.0242 0.0044
C 0.1021 -0.0467 0.1908
O -0.0052 -0.0451 -0.1019
C -0.0633 -0.0145 -0.0480
C 0.0488 0.0687 0.0116
C -0.0483 -0.0537 -0.0294
C 0.0528 0.0585 -0.0087
C -0.0897 -0.1103 -0.0351
C 0.0579 0.0795 0.0462
H -0.0055 -0.0130 0.0020
H 0.0072 0.0028 0.0019
H -0.0071 -0.0002 0.0055
H 0.0109 0.0119 0.0109
H -0.0101 -0.0220 -0.0033

For the total energy, the calculation gives -2730.60339 Eh. The charge is +1. Its spin multiplicity is 6. For the HOMO energy (alpha / beta), the calculation gives -7.97 / -11.78 eV. The expectation value of S² is 8.78. The value obtained for the HOMO-LUMO gap (alpha / beta) is 5.842 / 6.529 eV. Its energy above the lowest of the compared OMol25 structures with the same formula, charge and spin is 0.455 eV.

# C17H29N4NiO2S2Si

C17H29N4NiO2S2Si as an isolated structure (ωB97M-V with the def2-TZVPD basis set, OMol25).

Geometry (Å):
Ni 0.0629 0.2864 -0.0658
C 0.1451 5.4171 2.1830
Si -0.9224 5.4585 0.6507
C -0.7790 7.1185 -0.1937
C -2.7047 5.0828 1.0539
C -0.2842 4.1503 -0.5669
C 0.1521 4.4716 -1.8496
C 0.6125 3.5044 -2.7421
C 0.6342 2.1910 -2.3282
N 0.2265 1.8625 -1.1056
C -0.2184 2.7920 -0.2488
S -0.6621 1.9346 1.2146
H -0.1989 6.1605 2.9054
H 1.1865 5.6402 1.9422
H 0.1102 4.4375 2.6625
H -1.1344 7.9016 0.4795
H -1.3860 7.1704 -1.1000
H 0.2533 7.3588 -0.4566
H -3.0922 5.8118 1.7691
H -2.8168 4.0890 1.4898
H -3.3269 5.1300 0.1580
H 0.1317 5.5059 -2.1723
H 0.9415 3.7696 -3.7362
H 0.9683 1.3795 -2.9623
S -0.2107 -1.5030 1.2213
C 0.0034 -1.1274 2.8867
N 0.6240 -0.0365 3.3078
C 0.7477 0.3545 4.7102
C -0.3248 -0.3350 5.5343
C -0.3136 -1.8225 5.2258
N -0.4464 -2.0057 3.7838
H 0.8830 0.6295 2.5919
H 0.6479 1.4379 4.7613
H 1.7431 0.0901 5.0745
H -1.3043 0.0803 5.2903
H -0.1413 -0.1696 6.5946
H -1.1474 -2.3301 5.7064
H 0.6120 -2.2840 5.5796
H -0.9435 -2.8008 3.4195
O 2.7922 -0.6990 -1.0474
C 1.8052 -1.2112 -1.5826
O 0.5869 -0.9149 -1.4546
C 2.0740 -2.3389 -2.5933
N 3.5709 -2.5366 -2.5744
C 4.0993 -2.2650 -3.9551
C 2.9055 -2.5551 -4.8506
C 1.7345 -1.9892 -4.0468
H 1.5884 -3.2548 -2.2637
H 3.8261 -3.4642 -2.2491
H 3.8584 -1.8182 -1.8612
H 4.9797 -2.8752 -4.1369
H 4.3793 -1.2135 -3.9881
H 2.7930 -3.6314 -4.9961
H 3.0145 -2.0941 -5.8298
H 0.7714 -2.3997 -4.3366
H 1.6818 -0.9056 -4.1654

Forces on the atoms, in the same order (eV/Å):
Ni -0.0108 0.0227 0.0238
C 0.0012 -0.0031 0.0014
Si 0.0049 -0.0052 -0.0019
C -0.0054 -0.0019 0.0018
C 0.0018 0.0048 0.0002
C 0.0041 0.0008 0.0097
C -0.0083 -0.0012 -0.0070
C -0.0099 0.0144 0.0203
C 0.0149 -0.0253 -0.0566
N -0.0226 0.0371 -0.0108
C 0.0220 0.0104 0.0013
S -0.0134 0.0289 0.0542
H -0.0014 0.0023 -0.0003
H 0.0002 0.0000 -0.0011
H -0.0005 0.0079 -0.0010
H 0.0009 0.0009 -0.0004
H 0.0005 0.0016 -0.0005
H 0.0003 -0.0020 -0.0001
H -0.0038 -0.0031 -0.0002
H 0.0034 -0.0047 0.0031
H 0.0009 -0.0009 -0.0009
H 0.0036 0.0013 0.0010
H 0.0032 -0.0012 0.0005
H -0.0043 0.0188 0.0257
S -0.0141 -0.0360 0.0457
C -0.0048 -0.0049 -0.0410
N -0.0041 0.0216 -0.0059
C 0.0015 0.0024 0.0033
C 0.0002 0.0020 0.0005
C -0.0098 0.0030 -0.0043
N 0.0063 -0.0052 0.0059
H 0.0077 0.0057 -0.0043
H -0.0009 -0.0023 -0.0004
H -0.0004 0.0020 0.0028
H 0.0004 0.0001 0.0012
H -0.0007 -0.0011 0.0002
H 0.0020 -0.0023 0.0015
H 0.0019 0.0018 -0.0012
H 0.0011 -0.0015 0.0004
O 0.0542 -0.0347 0.0709
C -0.0412 0.1024 -0.1353
O 0.0169 -0.1371 -0.0541
C -0.0051 -0.0293 0.0358
N 0.0002 0.0141 0.0316
C 0.0035 0.0028 -0.0033
C -0.0004 -0.0061 0.0061
C -0.0059 0.0154 0.0031
H 0.0012 -0.0077 -0.0021
H -0.0017 -0.0033 -0.0016
H 0.0085 -0.0091 -0.0247
H 0.0003 0.0000 0.0008
H -0.0024 0.0008 0.0001
H 0.0020 0.0002 -0.0006
H -0.0015 0.0005 0.0017
H 0.0016 -0.0013 0.0016
H 0.0018 0.0038 0.0035

For the total energy, the calculation gives -3628.81724 Eh. The charge is +1. Its spin multiplicity is 1. For the HOMO energy (alpha / beta), the calculation gives -10.31 / -10.31 eV. The value obtained for the HOMO-LUMO gap (alpha / beta) is 8.091 / 8.092 eV. Its energy above the lowest of the compared OMol25 structures with the same formula, charge and spin is 0.004 eV.